No. 1
The following is a quantum chemistry calculation of the molecule C3H5NO4 at a distorted geometry, from the OMol25 dataset.

Calculated values
Orbital gap, eV: 10.1
HOMO level, Eh: -0.350
LUMO level, eV: 0.6147
ΔE to the lowest compared entry with this formula, charge and spin, kJ/mol: 260.6
Total energy, eV: -12870.174
Multiplicity: 1
Structure (SMILES): O=C(O)CO/C=N\O

Geometry (Å):
O1 2.32 -0.48 -0.42
C1 1.35 0.06 0.06
O2 0.97 -0.15 1.32
C2 0.47 0.91 -0.77
O3 -0.68 1.34 -0.09
C3 -1.67 0.54 0.34
N1 -1.90 -0.68 0.17
O4 -0.96 -1.29 -0.62
H1 1.53 -0.80 1.72
H2 0.97 1.87 -0.97
H3 0.25 0.40 -1.69
H4 -2.37 1.09 0.95
H5 -1.20 -2.22 -0.53

Results of the Mulliken charge analysis, in e, for atoms 1 through 4:
1 O -0.587
2 C 0.618
3 O -0.425
4 C -0.241

No. 2
The following is a quantum chemistry calculation of a cluster of 7 separate species, C36H82N4O7 in total at a distorted geometry, from the OMol25 dataset.

Calculated values
Orbital gap, eV: 7.9
HOMO level, Eh: -0.276
LUMO level, eV: 0.3830
ΔE to the lowest compared entry with this formula, charge and spin, kJ/mol: 151.0
Total energy, eV: -58949.718
Multiplicity: 1
Structure (SMILES): CC1(C)CCCC(C)(C)N1O.CC1(C)CCCC(C)(C)N1O.CC1(C)CCCC(C)(C)N1O.CC1(C)CCCC(C)(C)N1O.O.O.O

Geometry (Å):
C1 2.98 -6.09 1.80
C2 1.72 -5.31 1.43
C3 0.49 -6.18 1.70
C4 1.58 -4.02 2.24
C5 2.69 -3.04 1.90
C6 2.44 -2.60 0.46
C7 2.48 -3.79 -0.53
C8 1.79 -3.31 -1.82
C9 3.97 -4.03 -0.87
N1 1.77 -4.96 -0.01
O1 1.94 -6.09 -0.84
H1 3.89 -5.57 1.51
H2 3.00 -6.29 2.88
H3 3.08 -7.05 1.29
H4 -0.44 -5.69 1.39
H5 0.58 -7.07 1.07
H6 0.41 -6.36 2.77
H7 0.64 -3.50 2.03
H8 1.51 -4.27 3.31
H9 2.69 -2.19 2.59
H10 3.66 -3.53 1.93
H11 3.14 -1.79 0.26
H12 1.40 -2.25 0.40
H13 1.29 -4.18 -2.28
H14 2.43 -3.05 -2.66
H15 0.98 -2.59 -1.72
H16 4.56 -4.25 0.01
H17 4.37 -3.23 -1.49
H18 4.12 -4.93 -1.49
H19 1.11 -6.14 -1.32
C10 2.51 -0.36 -2.54
C11 2.89 1.11 -2.82
C12 3.60 1.79 -1.64
C13 3.90 1.20 -3.96
C14 3.37 0.86 -5.34
C15 2.22 1.73 -5.71
C16 1.16 1.89 -4.60
C17 0.45 3.21 -4.92
C18 0.18 0.70 -4.74
N2 1.75 1.92 -3.27
O2 0.77 2.14 -2.28
H20 1.46 -0.44 -2.28
H21 2.66 -0.98 -3.42
H22 3.14 -0.70 -1.72
H23 2.90 2.02 -0.83
H24 4.43 1.17 -1.30
H25 4.03 2.73 -1.98
H26 4.37 2.18 -4.09
H27 4.70 0.48 -3.76
H28 4.20 1.04 -6.03
H29 3.14 -0.21 -5.43
H30 1.73 1.36 -6.62
H31 2.57 2.73 -6.00
H32 -0.25 3.57 -4.16
H33 -0.21 3.10 -5.78
H34 1.17 4.03 -4.97
H35 -0.50 0.86 -5.58
H36 -0.44 0.52 -3.85
H37 0.67 -0.27 -4.84
H38 0.49 1.25 -2.01
C19 -6.48 -0.61 -0.12
C20 -5.96 0.84 -0.25
C21 -6.06 1.17 -1.73
C22 -6.93 1.81 0.46
C23 -6.61 2.12 1.92
C24 -5.13 2.46 2.10
C25 -4.14 1.47 1.52
C26 -2.75 2.10 1.39
C27 -4.02 0.24 2.43
N3 -4.61 1.01 0.21
O3 -3.72 0.16 -0.45
H39 -6.50 -0.94 0.93
H40 -7.42 -0.87 -0.58
H41 -5.72 -1.26 -0.55
H42 -7.08 1.11 -2.11
H43 -5.83 2.22 -1.97
H44 -5.39 0.57 -2.34
H45 -7.04 2.77 -0.05
H46 -7.91 1.32 0.45
H47 -7.24 2.95 2.25
H48 -6.90 1.30 2.59
H49 -4.96 2.46 3.18
H50 -4.95 3.52 1.91
H51 -2.90 3.08 0.93
H52 -2.04 1.51 0.82
H53 -2.30 2.33 2.36
H54 -3.61 0.49 3.42
H55 -3.32 -0.54 2.12
H56 -5.03 -0.16 2.59
H57 -3.11 0.72 -0.97
C28 1.59 4.74 2.50
C29 1.45 3.21 2.32
C30 0.69 2.98 0.99
C31 2.89 2.69 2.17
C32 2.85 1.18 2.24
C33 2.36 0.78 3.61
C34 0.89 1.21 3.87
C35 -0.09 0.33 3.12
C36 0.68 1.08 5.38
N4 0.81 2.63 3.49
O4 -0.45 3.20 3.78
H58 0.62 5.25 2.48
H59 2.03 4.90 3.49
H60 2.24 5.21 1.77
H61 0.34 1.96 0.89
H62 -0.14 3.68 0.88
H63 1.31 3.34 0.17
H64 3.31 3.14 1.26
H65 3.55 3.01 2.98
H66 2.35 0.74 1.36
H67 3.83 0.71 2.04
H68 3.00 1.05 4.45
H69 2.29 -0.31 3.53
H70 0.16 0.26 2.05
H71 -1.09 0.77 3.12
H72 -0.23 -0.69 3.49
H73 -0.37 1.16 5.65
H74 1.36 1.78 5.87
H75 0.98 0.08 5.71
H76 -0.25 4.11 4.03
O5 -0.41 -0.35 -0.58
H77 -0.50 -1.30 -0.41
H78 -1.19 -0.13 -1.12
O6 -2.55 1.40 -2.64
H79 -2.88 1.93 -3.38
H80 -1.95 1.99 -2.17
O7 -1.10 -3.07 -0.26
H81 -1.56 -3.42 0.51
H82 -0.54 -3.80 -0.57

Results of the Mulliken charge analysis, in e, for atoms 1 through 4:
1 C -1.660
2 C 1.505
3 C -1.876
4 C -1.185

No. 3
The following is a quantum chemistry calculation of a cluster of 2 separate species, C3H9NO in total at a distorted geometry, from the OMol25 dataset.

Calculated values
Orbital gap, eV: 9.2
HOMO level, Eh: -0.303
LUMO level, eV: 0.9118
ΔE to the lowest compared entry with this formula, charge and spin, kJ/mol: 192.2
Total energy, eV: -6793.064
Multiplicity: 1
Structure (SMILES): C=CNC.O

Geometry (Å):
C1 0.01 1.47 -0.78
C2 -0.60 0.34 -0.41
N1 -1.03 0.03 0.91
C3 -2.43 -0.23 1.15
H1 0.50 2.10 -0.04
H2 0.08 1.77 -1.81
H3 -0.93 -0.43 -1.11
H4 -0.35 -0.03 1.65
H5 -2.59 -1.20 1.62
H6 -2.92 -0.29 0.18
H7 -2.87 0.55 1.76
O1 3.51 -1.19 -0.91
H8 2.94 -0.54 -0.47
H9 3.11 -2.05 -0.80

Results of the Mulliken charge analysis, in e, for atoms 1 through 4:
1 C -0.804
2 C -0.099
3 N -0.236
4 C -0.748